Formula: C21H42O9
Source: the Open Molecules 2025 dataset
Level of theory: the ωB97M-V functional and the def2-TZVPD basis

Structure (XYZ):
```
72
Properties=species:S:1:pos:R:3:forces:R:3
C -4.75993 -3.05606 -4.88200 0.776 0.723 0.232
C -4.29793 -2.94106 -3.37100 0.275 -2.531 -1.287
O -3.61493 -1.75906 -3.15200 0.150 1.331 -2.785
C -3.09693 -1.32706 -2.04700 -1.006 -0.755 4.888
C -2.49493 -0.00606 -2.14000 8.613 -5.124 2.196
O -3.27393 -1.84706 -0.94800 0.240 -0.543 -1.193
H -3.85493 -3.01106 -5.46400 0.727 -0.323 -0.234
H -5.22293 -2.12306 -5.27300 -0.524 -0.752 0.719
H -5.26093 -4.00306 -5.22600 0.150 1.083 0.941
H -5.08093 -3.10706 -2.69000 -1.326 0.369 0.932
H -3.60593 -3.76506 -3.12800 -0.114 0.058 -0.363
H -2.99493 0.37794 -2.80600 -4.734 5.017 -7.041
H -1.32393 -0.21806 -2.63100 -3.249 0.738 1.392
H -2.36893 0.56794 -1.28600 0.059 0.583 1.689
C 4.26407 1.17994 3.06200 -3.371 -2.927 1.241
C 5.38307 0.94294 3.94400 4.194 -2.242 -0.561
O 5.04107 -0.05806 4.95100 2.032 0.464 1.446
C 6.00107 -0.29906 5.99000 2.538 2.365 -0.717
C 5.43807 -1.10406 7.08400 1.401 0.203 3.056
O 7.17907 0.11594 6.04000 -3.845 -0.882 -1.215
H 3.69507 0.28394 2.71900 1.044 -0.404 0.263
H 4.54407 1.55894 2.14100 0.180 2.127 -1.348
H 3.46607 1.49194 3.75300 -0.022 1.565 -0.975
H 6.38107 0.64494 3.38100 -1.997 0.001 0.973
H 5.69007 1.87394 4.34800 0.105 0.796 1.197
H 6.13607 -1.22506 8.07600 -1.653 1.009 -2.633
H 5.43207 -2.07606 6.74100 -0.256 -2.428 -0.925
H 4.41907 -0.87306 7.33000 -0.365 0.355 0.178
C -2.52893 1.23294 2.18400 -0.649 1.461 2.972
C -2.87893 0.39294 3.46600 -0.195 2.750 -0.907
O -4.27193 0.70894 3.89600 1.216 -1.355 0.613
C -4.83693 -0.17506 4.82800 -0.121 2.020 0.577
C -6.26893 0.36194 5.15200 2.804 1.952 -4.034
O -4.24893 -1.05206 5.39500 -0.146 0.068 -0.680
H -2.39993 2.33094 2.09100 -0.044 -0.284 1.564
H -3.37793 1.12094 1.66500 -2.896 -0.777 -2.844
H -1.70493 0.90894 1.67800 2.082 -1.632 -1.297
H -2.86093 -0.60906 3.18900 0.019 -1.800 -0.464
H -2.09193 0.56894 4.17000 -0.228 0.086 1.291
H -6.96493 -0.26706 4.70800 -1.340 -1.277 -0.979
H -6.28793 1.36294 4.56800 -0.390 -1.530 1.391
H -6.51193 0.43094 6.14000 -0.100 0.324 2.734
C 0.00907 -1.95306 -5.05300 3.858 -2.477 0.096
C 1.01107 -0.86906 -5.33600 -1.778 4.014 -1.435
C 2.52007 -1.19906 -5.04700 -4.095 -0.567 1.299
O 0.56407 0.30494 -5.78200 3.005 -6.006 2.379
H -0.86393 -1.59506 -4.68500 -2.827 1.087 0.748
H 0.45207 -2.71206 -4.31400 -0.558 1.256 -0.718
H -0.09293 -2.58406 -5.94400 -0.333 0.396 -0.141
H 2.71707 -0.98706 -4.03000 0.239 0.823 1.033
H 2.98107 -0.67706 -5.73200 2.995 3.533 -2.926
H 2.91907 -2.15606 -5.19500 -0.538 -2.068 -0.275
C 2.97107 0.74394 -0.82500 -0.795 -6.022 1.988
C 1.68807 -0.15806 -0.85400 0.725 -3.848 -4.045
C 0.92207 -0.33006 0.39300 -4.240 1.343 -1.783
O 1.39907 -0.86106 -1.89000 0.981 3.011 3.309
H 3.03807 1.17294 -1.70400 1.049 2.006 -4.372
H 3.87807 0.23694 -0.39500 -0.856 0.061 -0.998
H 2.69807 1.35694 -0.11400 -0.921 4.046 3.542
H -0.18393 -0.66106 0.26200 1.984 0.006 -0.486
H 0.72507 0.63694 0.78800 0.383 1.017 0.896
H 1.32607 -0.96406 1.08000 1.583 -1.628 1.888
C 1.27007 3.75694 -1.61900 -1.118 2.877 1.053
C 0.23507 2.75594 -1.90300 -9.659 0.047 4.645
C -0.14193 2.29794 -3.32200 -1.150 -2.169 4.226
O -0.72093 2.44994 -0.93600 5.939 1.209 -4.606
H 1.28807 4.67894 -2.30300 -0.642 -1.431 0.632
H 2.03107 3.19294 -2.00900 3.435 -0.844 -0.186
H 1.33107 4.20294 -0.54000 0.019 -1.599 -1.961
H 0.27107 2.98894 -3.92300 1.078 1.949 -2.918
H -1.23693 1.99194 -3.43500 1.709 0.999 0.252
H 0.41207 1.38094 -3.27900 0.494 -0.901 -1.144
```
Positions in Å, forces in eV/Å.

Output
- LUMO energy: 0.19 eV
- SMILES string: CCOC(C)=O.CCOC(C)=O.CCOC(C)=O.CC(C)=O.CC(C)=O.CC(C)=O
- Total energy: -40876.89056 eV
- Frontier orbital gap: 9.92 eV
- Total charge: 0
- Energy above the lowest of the compared OMol25 structures with the same formula, charge and spin: 168.7 kcal/mol
- Highest occupied orbital energy: -0.35740 Ha